# 1
This record from the Open Molecules 2025 dataset describes an isolated molecule of C20H22BNO6. The level of theory is ωB97M-V/def2-TZVPD.

```
50
Properties=species:S:1:pos:R:3:forces:R:3:mulliken_charge:R:1
O -0.02746 -2.02948 0.47179 -0.34 -3.97 0.14 -0.61
O -1.99604 -1.44366 -3.55730 -0.41 -0.58 -2.39 -0.59
O -0.09678 -2.37555 -2.32312 -1.87 0.98 -1.55 -0.88
O -6.07288 0.00284 0.29728 0.90 1.68 -0.34 -0.40
O 3.67104 0.43384 -3.01228 -0.75 -0.45 0.49 -0.50
O 3.45443 0.71326 2.47792 0.16 0.40 -0.98 -0.43
B -1.24767 -1.55460 -2.48813 3.21 -0.48 2.42 0.59
C 0.16801 -0.86635 0.43353 -0.28 4.42 -1.00 0.53
C -5.23164 0.45403 -0.75424 1.98 -1.17 1.41 -1.05
C -3.89660 0.16665 -0.48163 -2.81 -0.38 -0.77 0.55
C -4.54072 -1.24022 3.47430 1.32 0.41 -3.06 -0.74
C -3.21000 -1.35044 2.95289 -1.70 0.30 0.66 -0.72
C 4.81282 0.77212 -0.94847 -1.52 0.00 -1.10 -0.77
C -5.53099 -0.80833 2.57676 -1.30 0.00 2.17 -0.65
C 4.66891 0.98616 0.37230 0.92 -0.17 1.85 -0.35
C -2.89531 -1.00087 1.65624 0.17 -0.19 -0.18 -0.18
C 2.50812 -0.00846 -0.96991 1.60 0.60 -0.15 -0.68
C 3.66872 0.37934 -1.61508 0.03 -0.16 -1.99 0.05
C -5.21599 -0.35688 1.32431 1.35 -1.18 -2.10 -0.58
C 3.51124 0.62444 1.05685 2.03 1.36 1.96 0.01
C -3.89281 -0.47120 0.80945 -0.15 0.73 1.32 1.53
C 2.43390 0.14607 0.38428 -0.85 -0.69 1.55 0.85
N -0.61945 -0.08227 -0.41778 0.77 -0.68 0.44 0.13
C 4.42684 1.52238 -3.52434 -0.31 0.37 -0.02 -0.81
C 3.98669 1.90911 3.07999 -0.68 0.49 -0.85 -0.86
C 1.25504 -0.21843 1.25826 -0.99 0.70 -0.56 -1.22
C -2.79334 0.28591 -1.46809 -0.34 0.43 -1.53 -0.91
C -1.67479 -0.73418 -1.23252 0.18 1.70 0.69 -0.03
H -1.61923 -1.97930 -4.26809 -0.30 -0.05 -0.21 0.32
H 0.13399 -2.31784 -1.39641 0.28 -0.35 0.61 0.51
H -5.57313 0.94903 -1.66526 -0.69 -0.43 0.66 0.45
H -4.73730 -1.57151 4.45906 -0.42 -0.10 0.76 0.42
H -2.46104 -1.69751 3.63099 0.54 -0.31 0.10 0.42
H 5.67293 1.00629 -1.52682 0.69 0.17 0.09 0.55
H -6.56158 -0.75144 2.95689 0.38 -0.05 -0.42 0.35
H 5.55928 1.36158 0.84849 -0.09 0.06 0.74 0.31
H -1.88516 -1.24229 1.31344 -0.69 0.44 0.21 0.46
H 1.73156 -0.41411 -1.51911 -1.49 -0.53 -1.14 0.83
H -0.52037 0.92445 -0.55793 0.25 -0.70 0.39 0.34
H 4.41037 2.27497 -2.71376 0.67 0.02 -0.71 0.44
H 3.92408 2.00671 -4.40574 0.41 -0.94 0.64 0.24
H 5.43094 1.12614 -3.77715 -0.34 0.79 0.01 0.26
H 3.47332 2.08596 4.01231 -0.22 -0.43 0.41 0.30
H 3.70866 2.78906 2.46728 0.44 -0.38 0.02 0.36
H 5.05845 1.90822 3.29363 -0.01 -0.32 -0.36 0.29
H 0.85810 0.69291 1.74430 0.22 -0.31 -0.18 0.35
H 1.51665 -0.90994 2.05082 0.17 -0.10 -0.02 0.39
H -3.10534 0.08583 -2.51219 -0.69 -0.18 0.71 0.43
H -2.58263 1.37287 -1.63109 0.99 -0.71 0.72 0.35
H -2.05584 -1.55532 -0.63689 -0.41 -0.07 0.47 0.34
```
Positions in Å, forces in eV/Å.

Calculated values
* SMILES string: COc1ccc(OC)c(CC(=O)N[C@@H](Cc2coc3ccccc23)B(O)O)c1
* lowest unoccupied orbital energy: 0.527 eV
* frontier orbital gap: 8.59 eV
* spin multiplicity: 1

***

# 2
This record from the Open Molecules 2025 dataset describes an isolated molecule of C15H22N4OS. The level of theory is ωB97M-V/def2-TZVPD.

```
43
Properties=species:S:1:pos:R:3:forces:R:3:mulliken_charge:R:1
C 2.01827 5.41720 1.92072 -0.14 0.04 0.01 -0.61
C 3.28792 5.19649 2.20608 0.28 -0.02 0.01 -0.24
C 4.28166 4.49499 1.31868 -0.04 -0.01 0.02 -0.56
N 3.75067 3.90903 0.11774 0.06 0.11 -0.42 -0.49
C 2.96767 2.91677 0.13884 0.00 -0.02 -0.31 0.37
N 2.50622 2.24933 1.25355 0.67 0.14 0.39 -0.11
N 1.43643 1.40735 1.31344 -0.70 -0.34 0.16 -0.65
C 1.17965 0.64438 0.32087 0.44 0.43 -0.29 -0.08
C 0.02345 -0.22529 0.39806 -0.50 -0.47 -0.05 1.48
C -0.86838 -0.56394 -0.60306 0.46 0.42 0.02 0.29
N -1.79131 -1.42019 -0.06745 0.09 0.04 0.11 0.31
C -1.49566 -1.64314 1.25467 0.11 0.00 0.47 0.84
C -0.39351 -0.90410 1.57226 -0.13 -0.12 -0.18 -1.03
H 0.09390 -0.84628 2.52344 0.07 -0.03 0.26 0.47
C -2.30963 -2.53671 2.12289 -0.03 0.07 -0.15 -1.58
H -1.85429 -2.58232 3.10798 0.00 -0.03 0.05 0.37
H -2.36364 -3.54759 1.71932 -0.05 -0.12 0.05 0.31
H -3.32676 -2.15878 2.23422 -0.08 -0.05 0.06 0.30
C -2.84806 -2.06868 -0.78954 -0.22 -0.51 -0.44 -1.25
H -3.26303 -1.39538 -1.54274 -0.01 -0.03 0.13 0.21
H -3.65052 -2.33865 -0.10104 0.04 0.09 -0.06 0.34
C -2.36082 -3.34206 -1.49263 0.02 0.08 0.10 -0.10
O -3.46384 -3.92989 -2.13695 -0.07 0.29 0.16 -0.32
C -3.13584 -5.10659 -2.83002 0.04 -0.07 -0.04 -0.73
H -2.73663 -5.87053 -2.15126 -0.02 0.01 -0.03 0.30
H -4.05723 -5.46739 -3.28157 0.06 -0.08 -0.04 0.25
H -2.39440 -4.91283 -3.61509 -0.03 -0.02 0.01 0.30
H -1.57436 -3.09504 -2.22278 -0.03 0.00 0.08 0.32
H -1.92713 -4.03784 -0.75646 -0.01 0.09 -0.05 0.32
C -0.98049 -0.04634 -1.99545 -0.01 -0.17 0.02 -1.97
H -0.39921 0.86521 -2.10231 0.00 0.06 -0.04 0.45
H -0.62715 -0.77323 -2.72914 0.00 0.01 -0.13 0.34
H -2.01642 0.19147 -2.23444 -0.02 0.08 -0.08 0.43
C 2.08023 0.61046 -0.87876 0.19 0.69 0.05 -0.81
H 1.66925 0.06104 -1.71815 -0.01 -0.06 0.03 0.41
H 3.04914 0.18545 -0.60171 -0.09 -0.11 -0.02 0.41
S 2.38958 2.33336 -1.42613 -0.11 -0.36 0.04 -0.18
H 2.60293 2.76925 2.11929 -0.08 -0.10 -0.26 0.37
H 5.02176 5.23388 0.98798 0.02 -0.11 0.26 0.36
H 4.81941 3.74338 1.91898 0.01 0.07 -0.04 0.32
H 3.71279 5.54796 3.13831 -0.06 0.10 0.14 0.31
H 1.36729 5.94244 2.59847 -0.05 0.11 0.18 0.29
H 1.58009 5.09334 0.99087 -0.03 -0.11 -0.19 0.24
```
Positions in Å, forces in eV/Å.

Calculated values
* SMILES string: C=CC/N=C1\NN=C(c2cc(C)n(CCOC)c2C)CS1
* lowest unoccupied orbital energy: 0.672 eV
* frontier orbital gap: 8.36 eV
* spin multiplicity: 1

***

# 3
This record from the Open Molecules 2025 dataset describes an isolated molecule of C47H64N4O12. The level of theory is ωB97M-V/def2-TZVPD.

```
127
Properties=species:S:1:pos:R:3:forces:R:3:mulliken_charge:R:1
C -6.45336 -4.90872 1.31060 -0.07 -0.14 -0.10 -0.73
O -6.01872 -3.80321 2.05804 0.09 0.26 0.12 -0.45
C -5.36455 -2.81409 1.27734 0.08 0.30 0.07 0.02
C -6.33252 -2.10756 0.36588 0.26 -0.40 -0.13 -1.45
C -6.03193 -1.82714 -0.89694 -0.26 0.02 0.06 0.20
O -4.79035 -2.11911 -1.38399 0.05 0.06 0.05 -0.03
C -4.50623 -1.83031 -2.73914 0.08 -0.70 -0.28 1.32
C -5.16355 -2.81338 -3.69424 0.18 0.39 0.32 -1.66
H -4.74175 -3.79907 -3.51411 0.01 -0.03 0.02 0.34
H -4.95939 -2.51121 -4.71788 0.00 -0.01 -0.08 0.42
H -6.23838 -2.83682 -3.53092 -0.09 0.00 -0.01 0.41
C -2.95967 -1.85733 -2.76611 -0.12 -0.01 -0.02 0.83
O -2.32161 -2.90453 -2.73490 -0.13 0.09 0.03 -0.87
C -2.56472 -0.48907 -2.79131 -0.33 0.26 -0.10 -1.42
C -3.73765 0.25744 -2.97181 1.06 -0.33 0.11 0.43
C -3.76216 1.63324 -3.09434 0.00 0.35 0.00 0.16
C -2.54983 2.30424 -2.92789 -0.63 -0.36 -0.10 1.18
C -1.33147 1.60630 -2.63466 0.80 -0.13 0.19 -0.59
C -0.15183 2.32327 -2.28242 0.27 -0.42 0.04 0.20
C 0.96714 1.64282 -1.81943 -0.76 0.14 -0.39 0.49
C 1.03486 0.23216 -1.93852 -0.96 0.22 -0.36 0.63
C -0.09401 -0.48560 -2.36057 0.52 0.64 0.12 0.29
C -1.31215 0.18188 -2.61132 -0.07 0.28 -0.05 0.87
O 0.05583 -1.81586 -2.48845 -0.17 -0.28 -0.01 -0.73
H -0.80238 -2.28548 -2.63167 0.05 -0.04 0.03 0.44
C 2.20279 -0.55146 -1.60585 0.75 -0.80 0.17 -0.84
N 3.33024 -0.02852 -1.28757 -0.55 0.26 -0.38 -0.93
N 4.40586 -0.70187 -0.88707 0.43 -0.32 0.46 0.77
C 5.64890 0.01725 -1.04209 0.21 0.13 0.19 -1.09
H 5.44806 1.08043 -0.89752 0.00 -0.06 -0.01 0.36
H 6.05584 -0.13602 -2.05281 0.01 0.07 0.01 0.38
C 6.67741 -0.47696 -0.02665 -0.08 0.14 -0.23 -0.58
N 6.87856 -1.90018 -0.21351 0.06 0.08 -0.04 0.39
C 5.61734 -2.57648 0.02874 -0.15 -0.08 -0.23 -1.05
H 5.75903 -3.65424 -0.05796 -0.02 0.02 0.01 0.47
C 4.56486 -2.13553 -0.98439 -0.22 -0.10 0.07 -0.78
H 3.61728 -2.62321 -0.75233 0.03 -0.01 -0.02 0.55
H 4.88100 -2.42596 -1.99694 -0.07 -0.05 0.00 0.24
H 5.24271 -2.36258 1.04815 0.04 -0.04 -0.08 0.35
C 7.95739 -2.52064 0.55522 0.12 -0.26 0.32 -0.20
C 9.24459 -1.69912 0.64904 -0.17 0.09 -0.09 -1.13
C 9.86393 -1.80715 -0.74440 0.09 0.07 0.01 -0.53
H 9.48173 -1.01451 -1.38680 0.04 0.06 -0.04 0.18
C 9.41442 -3.18092 -1.27244 0.02 -0.07 -0.10 -0.71
H 10.26064 -3.84580 -1.44066 0.00 -0.02 -0.07 0.36
H 8.88510 -3.06671 -2.21667 0.04 -0.04 -0.05 0.26
C 8.46913 -3.75191 -0.20701 -0.08 0.04 0.07 -0.91
H 7.66764 -4.33369 -0.65520 -0.06 -0.10 0.05 0.37
H 9.01359 -4.39684 0.48370 -0.02 -0.06 0.04 0.42
H 10.94872 -1.71555 -0.70687 0.01 0.08 -0.05 0.48
H 9.89025 -2.19085 1.37907 -0.04 0.01 0.05 0.43
H 9.10084 -0.67333 0.97960 0.02 0.04 0.10 0.40
H 7.59956 -2.78593 1.56636 0.01 0.04 -0.08 0.50
H 7.60751 0.05744 -0.21224 0.01 0.02 0.04 0.48
H 6.32967 -0.24070 0.99626 0.04 0.03 -0.04 0.19
H 2.04736 -1.62443 -1.66020 0.13 0.00 0.10 0.65
N 2.07147 2.25367 -1.20503 0.10 -0.07 -0.09 -0.21
C 2.21723 3.41492 -0.55823 0.03 -0.29 -0.18 0.84
O 1.42479 4.36723 -0.58465 -0.12 0.06 0.00 -0.78
C 3.49843 3.54304 0.19186 0.22 0.14 0.24 1.33
C 3.93219 2.64673 1.08126 -0.08 0.28 -0.13 -1.09
C 3.33534 1.39434 1.53668 0.01 -0.38 0.24 -0.90
C 2.12665 1.15670 2.03610 0.02 0.18 -0.05 -0.39
C 1.00318 2.12769 2.25035 -0.20 -0.24 0.01 1.87
C 1.01762 2.60403 3.70519 -0.02 0.02 -0.27 -2.05
H 1.98479 3.04424 3.93684 0.05 0.04 0.07 0.49
H 0.25056 3.35468 3.87559 -0.11 0.10 0.08 0.40
H 0.84721 1.76928 4.38266 -0.01 -0.09 0.12 0.39
H 1.13338 2.98538 1.59333 -0.10 0.04 0.00 -0.42
C -0.31112 1.39914 1.89101 0.00 0.24 0.46 -0.80
O -0.10791 0.80353 0.63196 -0.05 -0.04 0.02 -0.38
H -0.97118 0.72682 0.19834 -0.01 -0.08 -0.21 0.16
H -0.44584 0.60038 2.64655 0.07 0.11 0.00 -0.04
C -1.57047 2.28999 1.92817 -0.11 -0.11 -0.36 0.94
C -1.43001 3.52680 1.04096 0.03 -0.17 0.22 -1.92
H -1.19082 3.22216 0.02790 0.05 0.08 -0.13 0.29
H -0.64948 4.18896 1.40213 0.10 0.12 -0.02 0.38
H -2.36570 4.08172 1.02034 -0.11 0.08 -0.03 0.55
H -1.72897 2.60995 2.96127 0.00 -0.05 0.01 0.86
C -2.84569 1.52843 1.47870 -0.02 -0.10 0.63 -0.93
O -2.70440 1.19898 0.11061 0.12 0.04 -0.13 0.61
H -3.58615 1.17312 -0.30154 0.06 -0.07 0.07 -0.44
C -3.17628 0.27009 2.32514 -0.42 0.24 -0.33 0.74
C -3.51342 0.65752 3.76300 0.18 -0.10 -0.23 -2.24
H -2.63724 1.05333 4.26924 0.05 0.04 0.12 0.47
H -4.29420 1.41474 3.77646 -0.08 0.09 0.05 0.33
H -3.86983 -0.20374 4.31959 -0.05 -0.07 0.15 0.55
H -2.30515 -0.38557 2.30142 0.03 -0.05 -0.03 0.67
C -4.32797 -0.52064 1.67045 0.74 -0.46 -0.08 0.99
H -4.08795 -0.66110 0.61047 -0.08 0.07 0.15 -0.53
C -4.63131 -1.89706 2.28942 -0.05 -0.04 -0.23 0.20
C -3.39554 -2.64904 2.77743 -0.23 0.14 0.01 -2.12
H -2.93434 -2.16555 3.63333 0.12 0.03 0.08 0.31
H -3.70065 -3.64868 3.07664 0.04 -0.09 0.02 0.56
H -2.66240 -2.73398 1.97810 0.15 -0.03 -0.07 0.39
H -5.31842 -1.74378 3.12663 0.01 0.01 0.00 0.47
O -5.55320 0.22908 1.78328 -0.12 0.05 0.36 -0.45
C -5.98417 0.97020 0.78119 -0.33 0.30 -0.04 0.90
O -5.39690 1.13758 -0.26432 0.06 0.06 -0.17 -0.40
C -7.31914 1.59374 1.09437 0.17 -0.09 0.02 -1.67
H -7.59830 1.38924 2.12265 -0.08 0.03 0.02 0.38
H -8.06382 1.17731 0.41944 -0.05 -0.03 -0.06 0.36
H -7.26949 2.66569 0.91834 0.02 0.03 -0.04 0.41
H -3.68304 2.23544 1.59621 0.07 -0.05 -0.02 0.64
H 1.91306 0.15406 2.38246 0.05 -0.22 0.03 0.41
H 4.04731 0.57575 1.54535 -0.03 -0.15 0.01 0.35
H 4.89586 2.84377 1.54496 0.06 0.14 -0.03 0.32
C 4.23832 4.81421 -0.10050 -0.07 -0.01 0.00 -1.80
H 3.55615 5.65677 0.00174 0.03 0.08 0.00 0.34
H 4.60340 4.80975 -1.12807 0.04 0.07 -0.08 0.35
H 5.08023 4.94707 0.57367 0.06 -0.01 0.03 0.44
H 2.80684 1.54400 -1.05806 0.18 0.41 0.03 0.35
O -0.15248 3.67964 -2.41165 0.07 0.25 0.05 -0.96
H 0.46243 4.08914 -1.71238 -0.19 -0.03 -0.04 0.29
O -2.59855 3.63178 -3.01823 0.10 -0.02 0.04 -0.73
H -1.69731 3.98725 -2.83332 -0.01 -0.07 0.04 0.23
C -5.04825 2.36197 -3.32659 0.06 -0.03 0.05 -1.59
H -4.85157 3.39279 -3.60208 -0.08 0.03 -0.05 0.43
H -5.61782 1.86902 -4.11119 -0.10 0.03 -0.08 0.34
H -5.64065 2.33864 -2.41358 -0.13 0.07 0.03 0.10
O -4.86306 -0.49813 -3.04674 -0.28 0.19 -0.02 -0.62
H -6.70734 -1.32143 -1.57463 -0.01 0.03 -0.04 0.49
H -7.30359 -1.86632 0.76560 -0.20 0.11 -0.05 0.43
H -4.60482 -3.29213 0.63824 -0.04 0.02 0.15 0.46
H -5.61224 -5.39805 0.80337 -0.03 -0.01 0.01 0.30
H -6.90481 -5.60163 2.01843 -0.01 -0.05 -0.08 0.34
H -7.19507 -4.62148 0.55623 0.02 -0.05 0.02 0.26
```
Positions in Å, forces in eV/Å.

Calculated values
* lowest unoccupied orbital energy: -0.107 eV
* frontier orbital gap: 6.76 eV
* spin multiplicity: 1

***

One value per record, in order, for relative energy (zero: lowest compared OMol25 entry of this formula, charge and spin): 56.07 29.07 0.00 kcal/mol.